This record from the OMol25 dataset describes C14H17ClF9O10PS as an isolated structure. The level of theory is ωB97M-V/def2-TZVPD.

Results
Energy above the lowest of the compared OMol25 structures with the same formula, charge and spin   321.5 kJ/mol
Highest occupied orbital energy   -10.27 eV
LUMO level   -0.3 eV
F_max   0.1425 hartree/bohr
Total energy   -92368.8199 eV
HOMO-LUMO gap   10.00 eV
Total charge   0

Each line ends with the Mulliken charge.
Geometry (Å):
H 0.065 -4.713 0.586  0.3495
H 1.289 -0.342 6.413  0.3111
H -0.709 -1.251 -1.207  0.4654
H 3.996 -2.595 -3.046  0.3325
C 0.178 -5.323 -0.396  -0.2456
O 1.145 -6.310 -2.765  -0.2606
H -3.113 4.104 -5.993  0.3153
C 0.721 1.951 1.444  0.8677
O -1.880 2.523 -5.401  -0.3139
C -2.050 3.845 -5.939  -0.1880
F -2.034 1.901 8.880  -0.2438
F -0.502 2.503 1.628  -0.2574
C 0.418 -5.745 -1.632  0.0562
O -0.001 1.049 7.288  -0.3237
C -2.360 0.797 -3.848  1.0253
O 2.708 -4.701 -4.346  -0.2909
H 1.586 -2.006 -0.554  0.3010
S 1.076 -5.177 -4.032  0.6183
F -1.045 0.475 -3.818  -0.2634
H -1.335 5.852 -5.590  0.3714
O 0.356 -3.906 -3.609  -0.3777
O 1.476 1.734 -0.860  -0.5336
O 0.126 0.144 0.029  -0.3804
O 3.676 -3.145 -2.269  -0.4223
Cl 5.539 -5.522 -3.262  -0.2754
O -0.700 -1.057 7.754  -0.5061
F 0.901 1.076 2.463  -0.2680
H 1.437 1.325 5.867  0.3072
F -2.951 -0.094 -4.678  -0.2569
C -2.601 2.240 -4.290  0.2218
C -0.225 0.293 4.986  -0.9289
F -0.467 1.137 10.167  -0.2481
P 3.560 -4.787 -2.837  0.4989
H -0.037 0.137 -2.056  0.2019
C 0.716 0.552 6.147  -0.2418
H -0.947 -0.490 5.228  0.3785
H -1.629 4.927 -4.108  0.3241
H 0.331 -0.014 4.101  0.2677
H -0.800 1.193 4.751  0.2744
C -0.677 0.125 8.011  0.3660
C 0.849 1.288 0.073  0.3403
C 0.135 -0.557 -1.227  -0.1609
C -1.262 4.862 -5.135  -1.1172
O -3.356 3.016 -3.752  -0.5076
F -2.840 0.539 -2.612  -0.2503
F -2.252 -0.038 9.815  -0.2391
C 1.425 -1.335 -1.403  -0.9085
H -0.209 4.572 -5.079  0.3031
C -1.358 0.777 9.213  0.8635
F 1.617 2.943 1.634  -0.2540
H 2.289 -0.666 -1.446  0.3364
H -1.673 3.818 -6.964  0.3155
H 1.398 -1.923 -2.321  0.2511

This record from the OMol25 dataset describes one molecule with the formula C14H17ClN2O4. The level of theory is ωB97M-V/def2-TZVPD.

Results
Energy above the lowest of the compared OMol25 structures with the same formula, charge and spin   170.3 kJ/mol
SMILES   CCOC(=O)C(=CNNc1cccc(Cl)c1)C(=O)OCC
Highest occupied orbital energy   -8.63 eV
LUMO level   0.6 eV
F_max   0.0126 hartree/bohr
Total energy   -38486.4366 eV
HOMO-LUMO gap   9.23 eV
Total charge   0

Each line ends with the Mulliken charge.
Geometry (Å):
H -2.920 3.750 0.632  0.3403
C -4.748 -1.337 0.925  -1.1184
C -1.972 3.428 1.069  -0.2701
C 3.011 -0.529 -1.810  -0.3613
H 0.570 -1.644 0.199  0.5304
H -5.677 -1.844 0.683  0.3965
H -3.839 -1.653 -1.009  0.3034
H 1.776 0.975 0.864  0.3344
O -2.921 -0.065 -0.066  -0.3266
H 3.123 -1.378 1.362  0.2808
C 4.516 -1.923 -3.086  -0.6265
C -4.099 -0.817 -0.351  -0.2555
H 4.734 -2.621 0.218  0.3128
H -4.080 -2.039 1.418  0.3183
O -1.732 -1.965 0.025  -0.6735
C 0.582 -0.583 0.427  -0.0550
H -1.141 3.961 0.595  0.3002
C -1.956 3.662 2.573  -1.1115
C -0.660 1.506 0.728  1.1991
H -0.999 3.353 2.987  0.3000
H -2.106 4.718 2.781  0.3885
O 0.352 2.160 0.945  -0.8044
N 2.963 -0.721 0.605  -0.6848
H 5.682 -3.301 -1.947  0.3587
C 4.403 -2.145 -0.693  -0.7880
H -4.956 -0.512 1.601  0.2726
C -1.796 -0.757 0.122  0.6104
Cl 3.013 -0.164 -4.469  -0.2263
H 4.925 -2.221 -4.037  0.4271
H -2.748 3.089 3.050  0.2903
H -4.759 -0.121 -0.872  0.3303
N 1.765 -0.034 0.690  0.0671
O -1.877 2.040 0.756  -0.3238
C 3.436 -1.142 -0.634  0.5472
C 4.935 -2.523 -1.910  -0.4296
C -0.621 0.076 0.429  -0.6077
C 3.554 -0.929 -3.017  0.2310
H 2.265 0.249 -1.784  0.5235